Entry 1:
The following is a quantum chemistry calculation of C4H5HgO5 as an isolated structure at a distorted geometry, from the Open Molecules 2025 dataset.

Positions of all 15 atoms, in Å:
O (-0.920, -0.611, -1.671)
C (-0.365, 0.305, -2.392)
C (-0.473, -0.213, -0.010)
O (-0.312, 0.225, -3.624)
O (0.265, 1.246, -1.731)
C (0.543, 0.878, -0.365)
Hg (-1.363, -1.226, -4.362)
H (0.011, -1.180, 0.169)
H (-1.456, 0.195, 0.247)
H (1.571, 0.504, -0.316)
H (0.424, 1.784, 0.234)
O (0.613, -0.255, 4.141)
C (0.434, -0.819, 2.895)
O (-0.221, -0.032, 2.171)
H (1.249, -0.801, 4.615)

Summary:
spin multiplicity = 2
HOMO energy (alpha / beta) = -6.104 / -6.082 eV
energy relative to the best compared isomer or geometry (same formula, charge and spin) = 60.64 kcal per mole
E_LUMO (alpha / beta) = -0.6 / -3.5 eV
<S²> = 0.753
energy = -18635.596 eV
max |F| = 4.4 eV/A
frontier orbital gap (alpha / beta) = 5.462 / 2.576 eV


Entry 2:
The following is a quantum chemistry calculation of a 26-piece molecular cluster, C9H68NO26 overall at a distorted geometry, from the Open Molecules 2025 dataset.

Positions of all 104 atoms, in Å:
C (-0.431, 3.311, -1.759)
C (0.456, 2.549, -0.634)
C (-0.364, 2.444, 0.753)
C (-1.534, 1.485, 0.825)
C (-0.970, 0.042, 0.404)
C (-0.303, 0.097, -1.018)
N (0.771, 1.199, -1.092)
O (1.794, 0.979, -2.144)
C (-1.403, 0.152, -2.248)
C (0.450, -1.321, -1.090)
C (1.728, 3.353, -0.272)
H (0.199, 3.489, -2.631)
H (-0.773, 4.287, -1.415)
H (-1.369, 2.879, -2.107)
H (-0.768, 3.449, 0.873)
H (0.335, 2.284, 1.575)
H (-2.355, 1.823, 0.193)
H (-1.752, 1.394, 1.889)
H (-1.776, -0.690, 0.475)
H (-0.247, -0.272, 1.157)
H (-2.357, 0.584, -1.948)
H (-1.559, -0.888, -2.535)
H (-1.047, 0.667, -3.140)
H (1.387, -1.412, -0.541)
H (0.630, -1.665, -2.109)
H (-0.294, -2.002, -0.677)
H (2.242, 2.874, 0.561)
H (1.592, 4.396, 0.016)
H (2.422, 3.405, -1.112)
O (-3.721, -3.489, 6.470)
H (-3.309, -2.759, 6.933)
H (-3.476, -4.263, 6.976)
O (7.485, 1.871, -1.828)
H (6.537, 1.953, -1.936)
H (7.854, 2.344, -2.574)
O (-4.304, -6.476, 2.397)
H (-3.650, -7.155, 2.564)
H (-3.933, -5.685, 2.789)
O (8.585, 6.179, -3.154)
H (7.643, 6.331, -3.228)
H (8.969, 7.056, -3.148)
O (-0.304, -9.274, 0.292)
H (-0.355, -8.689, -0.464)
H (0.175, -8.773, 0.951)
O (4.149, 4.962, -5.796)
H (3.620, 5.687, -6.129)
H (3.521, 4.388, -5.358)
O (5.653, 4.317, 6.052)
H (4.697, 4.287, 6.102)
H (5.948, 3.748, 6.762)
O (-4.860, -6.906, -6.620)
H (-5.030, -6.500, -5.770)
H (-4.108, -7.477, -6.467)
O (-8.855, -1.948, -1.472)
H (-8.677, -1.141, -1.955)
H (-9.743, -2.192, -1.733)
O (2.800, -6.029, 3.171)
H (3.592, -5.969, 2.638)
H (2.967, -5.450, 3.915)
O (5.595, -0.729, 1.852)
H (4.836, -0.513, 1.311)
H (6.321, -0.254, 1.447)
O (1.484, 4.571, 8.206)
H (1.869, 5.112, 8.896)
H (0.923, 5.172, 7.716)
O (-5.843, -4.996, -1.975)
H (-6.586, -4.522, -1.601)
H (-5.176, -4.974, -1.289)
O (-6.089, 2.262, 5.825)
H (-6.102, 2.509, 4.900)
H (-5.427, 1.572, 5.879)
O (5.993, -6.962, -0.198)
H (6.917, -7.214, -0.177)
H (5.650, -7.377, -0.990)
O (-8.004, 1.969, -3.453)
H (-8.152, 2.913, -3.395)
H (-7.346, 1.872, -4.141)
O (-1.051, -8.709, -4.104)
H (-1.237, -9.323, -4.815)
H (-0.161, -8.402, -4.279)
O (5.755, -3.094, -4.539)
H (5.092, -2.538, -4.130)
H (6.558, -2.574, -4.504)
O (3.275, -7.579, -4.687)
H (3.980, -7.982, -5.194)
H (3.512, -6.653, -4.640)
O (-8.282, 3.256, 1.386)
H (-8.129, 2.842, 0.536)
H (-8.440, 4.178, 1.179)
O (1.228, 0.644, -7.411)
H (1.307, 1.121, -6.584)
H (1.150, -0.274, -7.151)
O (-3.202, 9.875, -3.908)
H (-3.457, 9.411, -3.111)
H (-2.284, 10.106, -3.767)
O (-3.981, 4.541, 8.933)
H (-4.205, 3.971, 8.197)
H (-3.734, 5.372, 8.527)
O (8.213, 6.263, 2.721)
H (8.776, 5.496, 2.613)
H (7.765, 6.116, 3.554)
O (-1.449, 0.304, 8.329)
H (-1.743, 1.199, 8.496)
H (-0.698, 0.185, 8.911)

Summary:
HOMO energy = -1.927 eV
energy relative to the best compared isomer or geometry (same formula, charge and spin) = 179.60 kcal per mole
E_LUMO = 1.5 eV
energy = -65157.930 eV
net charge = -1
max |F| = 2.8 eV/A
frontier orbital gap = 3.397 eV


Entry 3:
The following is a quantum chemistry calculation of a 2-piece molecular cluster, C2F2O4S overall at a distorted geometry, from the Open Molecules 2025 dataset.

Positions of all 9 atoms, in Å:
C (0.617, -0.804, 0.158)
C (1.518, 0.297, 0.325)
O (1.802, -0.988, -0.326)
O (-1.629, 1.278, -0.334)
O (-3.084, -0.516, -0.986)
O (-0.448, -1.252, 0.180)
F (1.522, 1.313, -0.487)
F (2.247, 0.403, 1.396)
S (-2.546, 0.268, 0.075)

Summary:
HOMO energy = -11.502 eV
energy relative to the best compared isomer or geometry (same formula, charge and spin) = 0.00 kcal per mole
E_LUMO = -0.7 eV
energy = -26531.962 eV
max |F| = 3.1 eV/A
frontier orbital gap = 10.826 eV


Entry 4:
The following is a quantum chemistry calculation of C31H46BrFeGeN2O4SeSi as an isolated structure at a distorted geometry, from the Open Molecules 2025 dataset.

Positions of all 88 atoms, in Å:
Fe (12.913, 8.614, 12.391)
Br (20.501, 8.669, 12.093)
C (18.652, 8.481, 11.763)
C (18.090, 8.298, 10.496)
C (16.743, 8.363, 10.320)
C (15.803, 8.557, 11.387)
O (14.546, 8.524, 11.168)
C (16.442, 8.684, 12.741)
C (15.587, 8.867, 13.846)
N (14.334, 9.389, 13.761)
C (14.090, 10.561, 14.385)
C (14.883, 11.095, 15.428)
C (14.406, 12.216, 16.128)
C (13.241, 12.925, 15.722)
C (12.498, 12.452, 14.607)
C (11.348, 13.054, 14.029)
C (10.561, 12.343, 13.112)
C (11.016, 11.121, 12.640)
N (12.168, 10.553, 12.971)
C (12.875, 11.182, 14.006)
C (17.852, 8.665, 12.858)
H (18.703, 8.027, 9.633)
H (16.290, 8.271, 9.320)
H (16.039, 8.656, 14.793)
H (15.854, 10.606, 15.723)
H (15.021, 12.641, 16.906)
H (12.995, 13.848, 16.252)
H (10.974, 13.968, 14.493)
H (9.564, 12.697, 12.733)
H (10.335, 10.502, 11.973)
H (18.264, 8.681, 13.849)
C (6.930, 7.974, 11.375)
C (7.696, 9.096, 12.107)
C (7.598, 10.319, 11.195)
C (7.225, 9.389, 13.563)
O (9.149, 8.764, 12.205)
Ge (10.163, 7.334, 11.769)
O (11.519, 7.488, 13.209)
C (11.308, 7.012, 14.594)
C (11.546, 8.220, 15.557)
C (12.342, 5.907, 14.955)
C (9.861, 6.534, 14.740)
O (11.544, 8.365, 10.812)
C (11.521, 8.767, 9.385)
C (10.149, 8.589, 8.808)
C (11.898, 10.194, 9.219)
C (12.524, 7.837, 8.642)
H (5.879, 8.316, 11.265)
H (7.320, 7.741, 10.344)
H (7.041, 7.026, 11.921)
H (6.555, 10.609, 11.066)
H (8.125, 11.174, 11.657)
H (8.037, 10.285, 10.226)
H (6.193, 9.798, 13.503)
H (7.265, 8.519, 14.215)
H (7.934, 10.143, 13.869)
H (12.597, 8.662, 15.464)
H (10.873, 9.067, 15.306)
H (11.500, 7.902, 16.580)
H (13.315, 6.316, 14.672)
H (12.372, 5.684, 16.008)
H (12.190, 4.901, 14.491)
H (9.264, 7.419, 14.969)
H (9.554, 5.946, 13.868)
H (9.762, 5.905, 15.628)
H (9.395, 9.109, 9.465)
H (10.039, 9.023, 7.818)
H (9.791, 7.575, 8.735)
H (11.087, 10.853, 9.568)
H (12.747, 10.501, 9.856)
H (12.135, 10.428, 8.173)
H (12.213, 6.795, 8.725)
H (12.560, 8.150, 7.603)
H (13.478, 8.031, 9.120)
C (11.646, 15.249, 8.271)
Si (12.003, 13.733, 7.104)
C (12.495, 14.409, 5.416)
C (13.461, 12.830, 8.027)
Se (9.959, 12.801, 7.087)
H (12.420, 15.979, 8.274)
H (11.534, 14.862, 9.276)
H (10.689, 15.695, 7.972)
H (13.357, 15.053, 5.519)
H (11.719, 14.955, 4.864)
H (12.792, 13.598, 4.750)
H (14.266, 13.596, 7.776)
H (13.798, 11.849, 7.653)
H (13.338, 12.701, 9.111)

Summary:
spin multiplicity = 6
HOMO energy (alpha / beta) = -4.894 / -4.887 eV
energy relative to the best compared isomer or geometry (same formula, charge and spin) = 30.65 kcal per mole
E_LUMO (alpha / beta) = -2.5 / -3.0 eV
<S²> = 8.779
energy = -278233.010 eV
max |F| = 3.4 eV/A
frontier orbital gap (alpha / beta) = 2.368 / 1.929 eV


Entry 5:
The following is a quantum chemistry calculation of C30H41N5S4SbTi as an isolated structure, from the Open Molecules 2025 dataset.

Positions of all 82 atoms, in Å:
Ti (0.420, -0.107, 0.292)
C (3.800, 0.697, -1.340)
C (4.072, 0.735, 0.140)
C (5.278, 0.259, 0.634)
C (5.557, 0.307, 1.993)
C (4.647, 0.867, 2.869)
C (3.409, 1.326, 2.423)
C (2.451, 1.980, 3.382)
C (3.132, 1.209, 1.067)
N (1.823, 1.515, 0.545)
C (1.639, 2.612, -0.084)
C (2.543, 3.802, 0.001)
C (0.468, 2.632, -1.007)
C (0.179, 3.896, -1.757)
N (-0.098, 1.493, -1.172)
C (-1.166, 1.353, -2.117)
C (-2.385, 2.010, -1.938)
C (-2.650, 2.937, -0.785)
C (-3.387, 1.795, -2.880)
C (-3.180, 0.970, -3.972)
C (-1.953, 0.349, -4.140)
C (-0.928, 0.526, -3.220)
C (0.409, -0.125, -3.432)
H (4.715, 0.453, -1.875)
H (3.416, 1.651, -1.715)
H (3.078, -0.085, -1.585)
H (5.987, -0.194, -0.050)
H (6.486, -0.115, 2.353)
H (4.876, 0.934, 3.927)
H (2.873, 2.922, 3.745)
H (2.257, 1.336, 4.237)
H (1.485, 2.183, 2.923)
H (3.286, 3.655, 0.780)
H (1.956, 4.697, 0.220)
H (3.064, 3.971, -0.944)
H (1.098, 4.245, -2.230)
H (-0.154, 4.684, -1.077)
H (-0.573, 3.744, -2.526)
H (-2.533, 3.980, -1.090)
H (-3.674, 2.818, -0.431)
H (-1.984, 2.743, 0.053)
H (-4.345, 2.283, -2.740)
H (-3.972, 0.812, -4.692)
H (-1.781, -0.292, -4.996)
H (0.380, -0.785, -4.297)
H (0.708, -0.722, -2.568)
H (1.194, 0.617, -3.594)
S (6.900, -2.992, 0.971)
Sb (5.250, -3.485, -0.511)
S (1.409, -2.057, -0.441)
S (1.342, -2.285, 1.641)
S (5.560, -2.217, -2.374)
N (0.574, -0.483, 3.511)
C (0.676, -0.636, 2.262)
H (0.881, -1.290, 4.059)
C (-3.514, -5.068, 1.470)
C (-2.835, -4.816, 0.167)
N (-2.062, -3.799, -0.112)
C (-1.663, -3.976, -1.417)
C (-2.202, -5.114, -1.929)
N (-2.957, -5.648, -0.904)
H (-4.440, -4.495, 1.549)
H (-2.860, -4.757, 2.281)
H (-3.754, -6.125, 1.594)
H (-0.984, -3.283, -1.886)
H (-2.107, -5.593, -2.887)
H (-3.466, -6.512, -0.928)
C (-2.403, 1.021, 2.549)
C (-2.533, -0.205, 1.640)
C (-2.630, -1.476, 2.518)
C (-3.813, -0.109, 0.796)
C (-1.339, -0.318, 0.735)
H (-3.281, 1.115, 3.196)
H (-1.514, 0.927, 3.176)
H (-2.317, 1.939, 1.963)
H (-3.035, -1.237, 3.505)
H (-1.654, -1.940, 2.654)
H (-3.281, -2.214, 2.049)
H (-4.692, -0.020, 1.444)
H (-3.925, -1.007, 0.184)
H (-3.794, 0.750, 0.127)
H (-1.458, -1.164, 0.012)

Summary:
HOMO energy = -3.867 eV
E_LUMO = 1.1 eV
energy = -112221.962 eV
net charge = -1
max |F| = 0.8 eV/A
frontier orbital gap = 4.962 eV


Entry 6:
The following is a quantum chemistry calculation of C8H32N16O8Y as an isolated structure at a distorted geometry, from the Open Molecules 2025 dataset.

Positions of all 65 atoms, in Å:
Y (-0.434, -0.377, -0.131)
C (-2.139, -1.333, 2.768)
O (-1.347, -1.102, 1.833)
N (-3.411, -1.702, 2.543)
N (-1.751, -1.207, 4.050)
H (-3.983, -2.002, 3.314)
H (-3.794, -1.618, 1.620)
H (-0.789, -0.963, 4.191)
H (-2.343, -1.323, 4.853)
C (0.483, 2.275, 2.335)
O (0.039, 1.407, 1.574)
N (0.618, 2.038, 3.662)
N (1.003, 3.447, 1.904)
H (1.036, 2.685, 4.311)
H (0.373, 1.159, 4.075)
H (1.136, 3.542, 0.909)
H (1.575, 4.005, 2.514)
C (0.906, -3.554, 0.800)
O (0.351, -2.576, 0.280)
N (1.981, -3.468, 1.622)
N (0.531, -4.810, 0.488)
H (2.472, -4.312, 1.862)
H (2.404, -2.563, 1.694)
H (0.891, -5.584, 1.022)
H (-0.272, -4.984, -0.089)
C (-1.594, 1.030, -3.129)
O (-1.437, 0.625, -1.967)
N (-0.555, 1.184, -3.979)
N (-2.828, 1.015, -3.701)
H (-0.758, 1.474, -4.919)
H (0.363, 1.153, -3.572)
H (-3.637, 0.830, -3.143)
H (-2.929, 1.307, -4.658)
C (3.090, -0.338, 0.925)
O (1.923, -0.333, 0.542)
N (3.407, -0.263, 2.245)
N (4.149, -0.536, 0.101)
H (4.339, -0.250, 2.622)
H (2.632, -0.164, 2.876)
H (3.917, -0.652, -0.869)
H (5.079, -0.229, 0.330)
C (1.611, 2.467, -1.479)
O (0.887, 1.478, -1.388)
N (2.939, 2.395, -1.735)
N (1.148, 3.730, -1.269)
H (3.329, 1.518, -2.029)
H (3.500, 3.206, -1.938)
H (1.681, 4.552, -1.510)
H (0.164, 3.919, -1.165)
C (0.629, -1.996, -3.121)
O (0.416, -1.324, -2.103)
N (1.880, -2.245, -3.568)
N (-0.362, -2.594, -3.807)
H (2.040, -2.685, -4.458)
H (2.662, -1.921, -3.033)
H (-1.295, -2.517, -3.441)
H (-0.257, -3.053, -4.695)
C (-3.495, 1.394, 0.693)
O (-2.388, 0.974, 0.334)
N (-3.621, 2.312, 1.676)
N (-4.645, 0.744, 0.315)
H (-2.789, 2.593, 2.159)
H (-4.557, 2.640, 1.837)
H (-4.645, 0.376, -0.621)
H (-5.531, 1.101, 0.642)

Summary:
HOMO energy = -17.531 eV
energy relative to the best compared isomer or geometry (same formula, charge and spin) = 2.05 kcal per mole
E_LUMO = -6.7 eV
energy = -50073.245 eV
net charge = +3
max |F| = 2.4 eV/A
frontier orbital gap = 10.797 eV